1.
Here is an isolated molecule of C4H5NO2 from the Open Molecules 2025 dataset. Energies are from wB97M-V/def2-TZVPD.

Geometry as XYZ:
```
12
C4H5NO2 wB97M-V/def2-TZVPD
H 2.3335 0.8335 -1.2857
H -1.5822 1.0697 0.3024
C 0.2771 0.0290 -0.1671
O 2.6354 0.3637 -0.4958
H -2.8945 -0.9043 0.8829
C -1.1645 0.1120 -0.0175
N -0.2974 0.1092 -1.2743
H 1.4213 1.3615 0.8805
C 1.5945 0.3640 0.4361
C -2.1063 -1.0377 0.1110
O -2.0836 -2.0058 -0.6080
H 1.8651 -0.3077 1.2525
```

energy relative to the best compared isomer or geometry (same formula, charge and spin): 285.3 kJ/mol
frontier orbital gap: 10.6 eV
multiplicity: 1
energy: -360.560762 Eh
SMILES: O=C[C@@H]1N=C1CO

2.
Here is C9H9CrO6 as an isolated structure at a distorted geometry from the Open Molecules 2025 dataset. Energies are from wB97M-V/def2-TZVPD.

Geometry as XYZ:
```
25
C9H9CrO6 wB97M-V/def2-TZVPD
H 0.2104 1.6490 -1.6304
H 1.1937 0.6488 3.3415
H -1.5380 1.2851 0.3358
O 0.8564 -2.4930 -0.6911
C 1.0877 3.0984 -0.7203
O 2.1821 0.3403 -1.4716
O 0.2467 0.1941 0.2718
H -1.6713 -0.4357 0.7837
O -3.2588 -0.5833 -1.4434
C 1.0093 0.1042 -1.6977
Cr -0.6693 -1.0322 -2.9228
C -1.0412 0.4648 0.8652
C 0.5903 0.1026 2.6222
C 1.2875 0.0166 1.2649
H -0.6585 1.8621 2.4625
O -0.9750 -3.6780 -4.4366
C -2.2096 -0.6346 -1.9951
C -0.7500 0.7803 2.3300
O 1.9939 3.5255 -0.1912
H 2.0430 0.8114 1.1840
H 0.4385 -0.9056 3.0255
H -1.5439 0.4494 2.9974
C -0.8687 -2.7106 -3.8760
C 0.2796 -1.8990 -1.5149
H 1.7655 -0.9606 1.1066
```

energy relative to the best compared isomer or geometry (same formula, charge and spin): 481.6 kJ/mol
frontier orbital gap (spin up / spin down): 5.9 / 6.1 eV
charge: +2
multiplicity: 4
energy: -1843.319954 Eh

3.
Here is C5H9N3 as an isolated structure at a distorted geometry from the Open Molecules 2025 dataset. Energies are from wB97M-V/def2-TZVPD.

Geometry as XYZ:
```
17
C5H9N3 wB97M-V/def2-TZVPD
N 0.1909 0.2486 0.8919
H -1.0431 3.4040 1.5298
N -0.9614 0.4330 0.1554
C -1.8070 1.4296 0.5358
C 1.3416 -0.2816 0.3421
H -2.8252 1.6271 0.0307
H 1.4812 -3.2467 -0.9627
H -0.4863 -0.5275 -1.9042
H 0.8439 -1.2168 -3.1347
H -2.3119 2.0117 2.5916
H -0.0040 -1.9196 -0.2441
N 1.7011 -0.9643 -0.9873
H 2.1374 -0.0899 1.0121
C 0.7192 -2.1803 -1.0188
C -1.4008 2.1682 1.9049
H -0.3633 1.5637 2.3827
C 0.4899 -1.0737 -2.0508
```

energy relative to the best compared isomer or geometry (same formula, charge and spin): 746.9 kJ/mol
frontier orbital gap: 8.8 eV
multiplicity: 1
energy: -359.912782 Eh

4.
Here is C20H18Co2NO6 as an isolated structure at a distorted geometry from the Open Molecules 2025 dataset. Energies are from wB97M-V/def2-TZVPD.

Geometry as XYZ:
```
47
C20H18Co2NO6 wB97M-V/def2-TZVPD
C -2.7602 1.4474 2.4123
H 3.5229 2.7969 2.3458
H 2.8608 4.4970 0.6249
N -2.0016 0.2468 2.3920
H -2.5239 -1.5598 3.3347
O -2.9496 -0.5845 -2.2598
H -4.7729 -0.9417 3.2178
C -0.6262 0.2658 2.6904
C 1.8212 3.0421 -0.6124
C -1.8854 -0.7242 -2.6973
H 1.5227 3.7773 -1.3615
C 0.4850 -2.0420 -1.7973
C 3.3044 -2.9176 -0.9508
C 1.3452 -0.6202 0.2360
H -4.7798 1.4078 3.2132
C -2.7490 -0.9660 2.4258
H 0.8279 1.3885 -1.6116
C 2.5747 3.4499 0.4966
Co 2.2445 -2.1448 -2.1645
H -0.4151 0.2935 3.7759
H -2.4820 -1.6087 1.5647
O 3.0354 -4.0981 -4.2428
C -0.2738 -2.1070 -4.5955
H -2.4987 2.0790 1.5432
O 0.6442 1.4621 -4.6487
C 1.7715 0.7619 0.2447
H -4.6950 1.3875 1.4322
C -4.2394 1.0067 2.3511
O -0.2140 -2.8796 -5.4577
O 3.9361 0.1287 -2.8922
C 2.5955 -3.3266 -3.5030
C 0.2896 0.5118 -4.0885
H -0.1428 1.1382 2.2320
C 1.4358 1.7072 -0.7565
H 2.7847 0.4340 2.1111
C -4.2322 -0.5404 2.3559
H -2.5370 2.0540 3.3119
Co -0.2497 -0.9527 -3.3002
H -4.6800 -0.9318 1.4373
O 3.8893 -3.3124 -0.0358
C 1.2678 -1.3134 -0.9138
C 2.5452 1.1839 1.3513
H -0.1599 -0.6391 2.2968
C 2.9453 2.5064 1.4688
C 3.2297 -0.7469 -2.6302
H 1.1870 -1.1581 1.1815
H -0.1981 -2.8589 -1.5281
```

energy relative to the best compared isomer or geometry (same formula, charge and spin): 233.1 kJ/mol
frontier orbital gap: 5.6 eV
charge: -1
multiplicity: 1
energy: -4044.532036 Eh